Entry from OMol25: a cluster of 2 separate species, C3H7O2S in total (ωB97M-V/def2-TZVPD).

As for the energy relative to the best compared isomer or geometry (same formula, charge and spin): 3.6 kcal/mol. The HOMO energy comes out at -4.512 eV. Its HOMO-LUMO gap is 8.17 eV. The LUMO energy comes out at 3.66 eV. As for the net charge: -1.

Geometry as XYZ:
```
13
Properties=species:S:1:pos:R:3:forces:R:3
O 1.4128 1.3062 1.1908 0.0 0.1 0.0
C 1.8563 0.1939 1.5695 0.0 0.1 0.1
O 1.6113 -0.9432 1.1364 -0.1 -0.1 0.0
H 2.5718 0.2517 2.4357 0.0 0.0 0.0
C -0.4560 -0.4603 -1.5283 0.1 0.0 0.3
C -1.3266 -0.3020 -0.2880 0.3 -0.1 0.0
S -1.5888 1.4350 0.1820 0.0 0.0 0.0
H 0.4809 0.0675 -1.3642 0.0 0.1 0.0
H -0.9430 -0.0688 -2.4211 0.0 0.0 -0.1
H -0.1870 -1.5106 -1.6492 -0.1 -0.1 -0.2
H -2.3065 -0.7514 -0.4256 -0.2 0.0 0.0
H -0.8292 -0.8063 0.5421 0.0 0.1 0.0
H -0.2961 1.5884 0.6198 -0.1 0.0 0.0
```
Positions in Å, forces in eV/Å.

Atom-resolved charges from Mulliken, all expressed in e: -0.684 -0.057 -0.622 0.386 -0.938 -0.425 -0.357 0.267 0.353 0.256 0.352 0.227 0.241